Entry 1:
DFT (ωB97M-V/def2-TZVPD) results for C24H40BN10PdS4 as an isolated structure.

The value obtained for the HOMO-LUMO gap is 0.2644 Ha. The highest occupied orbital energy comes out at -0.3613 hartree. Its energy relative to the best compared isomer or geometry (same formula, charge and spin) is 14.2 kJ/mol. For the total energy, the calculation gives -3231.57722 Eh. The value obtained for the LUMO energy is -2.6373 eV.

```
! wB97M-V def2-TZVPD RIJCOSX def2/J DEFGRID3
* xyz 1 1
Pd -0.8229 -0.4012 0.3772
C 4.0096 -2.9196 0.2167
C 4.0425 -1.6353 1.0403
C 5.4896 -1.3355 1.4218
C 3.2106 -1.7434 2.3179
N 3.5110 -0.5060 0.2135
C 4.1963 0.6672 -0.0575
C 3.3681 1.4602 -0.7639
N 2.1821 0.7858 -0.9439
B 0.9933 1.4154 -1.7085
N 0.3955 0.3848 -2.7395
C 1.1516 0.2389 -3.8847
C 0.5962 -0.7193 -4.6418
N -0.5164 -1.1888 -3.9651
C -0.6172 -0.5095 -2.7962
S -1.8994 -0.6989 -1.6308
C -1.3213 -2.2953 -4.5996
C -1.8191 -1.7720 -5.9479
C -2.5242 -2.7548 -3.7882
C -0.3751 -3.4843 -4.7776
N 0.0024 2.1935 -0.7925
C -0.7693 3.1714 -1.3785
C -1.3204 3.9104 -0.4011
N -0.8920 3.3920 0.8087
C -0.1006 2.3183 0.5543
S 0.5173 1.1485 1.6977
C -1.2443 4.1267 2.0754
C -0.7415 5.5641 1.9054
C -0.6038 3.5441 3.3266
C -2.7632 4.1031 2.2278
C 2.2821 -0.4045 -0.3350
S 1.0137 -1.5828 -0.3092
H 4.4329 -3.7306 0.8103
H 4.6098 -2.8102 -0.6874
H 2.9971 -3.1982 -0.0655
H 5.8604 -2.1774 2.0050
H 5.5738 -0.4428 2.0416
H 6.1319 -1.2326 0.5469
H 3.6401 -2.5194 2.9525
H 2.1770 -1.9997 2.0971
H 3.2316 -0.7982 2.8623
H 5.2048 0.8351 0.2622
H 3.5198 2.4446 -1.1676
H 1.4876 2.2629 -2.4055
H 2.0186 0.8474 -4.0644
H 0.8860 -1.0967 -5.6028
H -2.4582 -0.9001 -5.8067
H -2.4042 -2.5494 -6.4386
H -1.0043 -1.5003 -6.6174
H -3.2495 -1.9603 -3.6303
H -2.2425 -3.1666 -2.8235
H -3.0029 -3.5398 -4.3751
H 0.4578 -3.2598 -5.4424
H -0.9280 -4.3182 -5.2093
H 0.0258 -3.7966 -3.8127
H -0.8366 3.2663 -2.4473
H -1.9654 4.7653 -0.4629
H 0.3258 5.5744 1.6823
H -0.9026 6.1078 2.8355
H -1.2664 6.1011 1.1167
H 0.4814 3.5017 3.2534
H -0.9731 2.5493 3.5539
H -0.8632 4.2120 4.1495
H -3.2688 4.4968 1.3462
H -3.0456 4.7224 3.0793
H -3.1126 3.0858 2.3980
C -2.8627 -3.0127 5.1131
C -3.2684 -1.8902 4.2386
N -4.3165 -1.1524 4.3873
N -4.2600 -0.2654 3.3493
C -3.2030 -0.4354 2.5522
S -2.8801 0.4516 1.1466
N -2.5483 -1.4859 3.1262
N -1.3782 -2.0253 2.6258
H -3.5886 -3.1067 5.9159
H -1.8776 -2.8379 5.5472
H -2.8288 -3.9491 4.5552
H -4.9903 0.4154 3.2273
H -1.5237 -2.9495 2.2409
H -0.6432 -2.0058 3.3192
*
```

Entry 2:
DFT (ωB97M-V/def2-TZVPD) results for one molecule with the formula C24H40BrFN2O6S at a distorted geometry.

The value obtained for the HOMO-LUMO gap is 0.3384 Ha. The highest occupied orbital energy comes out at -0.3337 hartree. For the total energy, the calculation gives -4571.40674 Eh. The value obtained for the LUMO energy is 0.1260 eV.

```
! wB97M-V def2-TZVPD RIJCOSX def2/J DEFGRID3
* xyz 0 1
C 0.5644 4.9362 -2.7545
C -0.6054 5.6502 -2.0148
O -1.8784 5.0905 -2.2984
C -2.3799 4.2613 -1.2757
C -1.8361 2.8109 -1.4117
O -0.5774 2.7368 -0.7404
C -0.4861 1.7528 0.2726
C 0.3249 0.5098 -0.1819
C 1.6642 1.1365 -0.7351
C 1.6937 1.3010 -2.2690
C 2.2257 0.0728 -3.0164
F 3.6230 0.1049 -3.0606
O -0.2790 -0.1135 -1.3583
S -1.8123 -0.5974 -1.0131
O -2.4516 -0.6637 -2.2897
O -1.6122 -2.1463 -0.5380
C -1.4378 -2.3352 0.8846
C -2.7664 -2.6914 1.6217
C -4.0430 -1.9819 1.1323
O -4.9690 -1.9964 2.2613
C -4.7601 -2.6888 -0.0401
N -5.1629 -1.7052 -1.0663
C -0.5737 -1.2660 1.6487
C -1.4056 -0.3089 2.5573
N -1.4757 -0.8498 3.9374
C 0.5881 -0.6087 0.8564
Br 1.7797 0.2190 2.2474
C 1.4302 -1.7577 0.2270
C 2.2463 -2.6582 1.2107
C 3.7429 -2.3778 1.0950
C 4.4350 -2.5463 -0.0850
C 5.7800 -2.2580 -0.1896
C 6.4847 -1.7731 0.8918
C 5.8084 -1.6192 2.0900
C 4.4709 -1.9097 2.1842
H 0.2127 4.1422 -3.4195
H 1.2259 5.6408 -3.2679
H 1.1751 4.4454 -1.9816
H -0.6210 6.6824 -2.3977
H -0.3754 5.7225 -0.9444
H -3.4766 4.2176 -1.2707
H -2.0523 4.6002 -0.2777
H -1.6327 2.6795 -2.4874
H -2.5679 2.0455 -1.1244
H 0.0863 2.2065 1.0963
H -1.4874 1.5563 0.6742
H 2.5531 0.5732 -0.4311
H 1.7982 2.1398 -0.3138
H 2.4419 2.0853 -2.4752
H 0.7633 1.6737 -2.7041
H 1.8997 -0.8580 -2.5359
H 1.8607 0.0574 -4.0510
H -0.8582 -3.2655 0.9540
H -2.6476 -2.6400 2.7066
H -2.9252 -3.7565 1.3865
H -3.9093 -0.9187 0.8794
H -5.1918 -1.0793 2.4547
H -5.6864 -3.1334 0.3503
H -4.0960 -3.4481 -0.4698
H -5.3745 -0.8112 -0.6354
H -6.0028 -2.0078 -1.5446
H -0.0605 -1.8623 2.4171
H -0.9254 0.6747 2.6476
H -2.4042 -0.1127 2.1516
H -0.7476 -0.4314 4.5062
H -2.3711 -0.5763 4.3287
H 2.1594 -1.3751 -0.4936
H 0.8007 -2.4291 -0.3715
H 1.9098 -2.6604 2.2507
H 2.1377 -3.6937 0.8477
H 3.9415 -2.9000 -0.9930
H 6.2836 -2.3854 -1.1459
H 7.5385 -1.5171 0.8068
H 6.3297 -1.2395 2.9684
H 3.9466 -1.7711 3.1298
*
```

Entry 3:
DFT (ωB97M-V/def2-TZVPD) results for C24H40HfO3Si4Te as an isolated structure at a distorted geometry.

The value obtained for the HOMO-LUMO gap is 0.2390 Ha. The highest occupied orbital energy comes out at -0.2655 hartree. For the total energy, the calculation gives -2638.32955 Eh. The value obtained for the LUMO energy is -0.7210 eV.

```
! wB97M-V def2-TZVPD RIJCOSX def2/J DEFGRID3
* xyz 0 1
Hf -1.4182 1.1183 1.7659
O -2.9036 -0.5637 0.8743
C -4.1960 -0.0753 0.4023
C -4.1250 1.4660 0.4423
O -5.0960 2.1302 0.2409
O -2.9100 1.9234 0.7130
C -5.2961 -0.5134 1.3597
C -4.9834 -0.9536 2.6415
C -5.9960 -1.3324 3.5167
C -7.3217 -1.2542 3.1240
C -7.6359 -0.7839 1.8534
C -6.6312 -0.4126 0.9770
C -4.3863 -0.5606 -1.0252
C -3.9581 0.2095 -2.1013
C -4.0959 -0.2592 -3.3985
C -4.6542 -1.5084 -3.6324
C -5.0640 -2.2910 -2.5622
C -4.9287 -1.8193 -1.2642
H -2.9598 -1.5280 0.9176
H -3.9537 -0.9908 2.9748
H -5.7397 -1.6848 4.5077
H -8.1087 -1.5552 3.8037
H -8.6704 -0.7048 1.5453
H -6.8808 -0.0308 -0.0042
H -3.5173 1.1855 -1.9344
H -3.7664 0.3531 -4.2276
H -4.7731 -1.8715 -4.6452
H -5.4935 -3.2694 -2.7354
H -5.2607 -2.4346 -0.4359
C 2.9832 3.8448 -0.3151
Si 3.1774 2.3301 -1.4014
C 4.9187 2.3575 -2.1095
C 1.9692 2.4623 -2.8235
Si 2.8663 0.3440 -0.2100
Te 0.3787 -0.0030 0.0028
Si 3.9945 0.3789 1.8315
C 3.8342 -1.2329 2.7689
C 3.4675 1.7796 2.9581
C 5.8174 0.6403 1.4437
Si 3.4220 -1.5372 -1.4910
C 2.4963 -1.4730 -3.1195
C 5.2627 -1.6291 -1.8522
C 2.9267 -3.0993 -0.5854
H 3.0185 4.7510 -0.9253
H 3.7868 3.9054 0.4236
H 2.0335 3.8399 0.2267
H 5.0950 3.2849 -2.6616
H 5.0788 1.5217 -2.7958
H 5.6731 2.2861 -1.3217
H 2.0928 3.4149 -3.3455
H 0.9359 2.3929 -2.4737
H 2.1236 1.6551 -3.5449
H 2.7887 -1.5053 2.9360
H 4.3262 -1.1530 3.7418
H 4.3062 -2.0512 2.2185
H 2.4010 1.7384 3.1963
H 3.6711 2.7519 2.5033
H 4.0228 1.7238 3.8980
H 6.1958 -0.1213 0.7569
H 6.4125 0.5921 2.3602
H 5.9920 1.6164 0.9828
H 2.8825 -0.6786 -3.7645
H 1.4332 -1.2776 -2.9525
H 2.5878 -2.4212 -3.6558
H 5.6221 -0.7291 -2.3575
H 5.4791 -2.4862 -2.4962
H 5.8428 -1.7467 -0.9331
H 1.8767 -3.0565 -0.2836
H 3.5241 -3.2429 0.3183
H 3.0622 -3.9748 -1.2261
C -1.6161 0.5156 3.7168
H -2.5933 0.5595 4.2081
H -0.8457 0.7433 4.4595
*
```

Entry 4:
DFT (ωB97M-V/def2-TZVPD) results for an isolated ion of composition C24H41BClF2IN3O2Si and charge -1 at a distorted geometry.

The value obtained for the HOMO-LUMO gap is 0.2643 Ha. The highest occupied orbital energy comes out at -0.1881 hartree. For the total energy, the calculation gives -2525.87079 Eh. The value obtained for the LUMO energy is 2.0756 eV.

```
! wB97M-V def2-TZVPD RIJCOSX def2/J DEFGRID3
* xyz -1 1
C 0.8312 -0.4970 4.8762
C 0.8104 -1.8245 3.9767
Cl 2.3366 -2.7334 4.4136
C 0.7415 -1.3488 2.4733
B 0.1560 -2.4696 1.4144
C -1.4392 -2.8591 1.4923
F -1.5333 -4.2682 1.2712
F -2.0436 -2.5719 2.7537
C -2.3235 -2.1061 0.4191
C -2.2092 -0.5344 0.5079
Si -3.8505 0.3995 0.3077
C -4.7457 0.0520 -1.3463
C -4.9728 -0.1037 1.7678
C -3.4119 2.2723 0.5023
C -2.1605 2.6940 -0.1918
C -1.6450 4.0636 -0.1226
C -2.4384 5.0190 0.6955
C -3.6892 4.6226 1.3635
C -4.2038 3.2288 1.2885
O 1.1141 -3.6041 1.5675
C 2.2553 -3.3180 0.7563
C 1.7474 -2.3969 -0.4996
C 2.7290 -1.2152 -0.8521
C 2.3571 0.1571 -0.1796
C 2.7854 1.4446 -1.0220
C 4.1124 1.2729 -1.8387
N 4.5605 2.4749 -2.6282
C 3.6675 3.6085 -2.5298
N 3.9815 4.5229 -1.6739
N 2.4497 3.7697 -3.2913
C 1.4252 -3.5037 -1.5940
C 1.1896 -2.9634 -3.0590
C 0.4279 -1.5825 -3.1473
I 3.0275 -2.9761 -4.2749
O 0.4621 -2.0638 0.0121
H -0.1420 0.0540 4.8203
H 1.6321 0.1543 4.4074
H 1.1841 -0.7134 5.9177
H -0.0772 -2.4065 4.3274
H 0.1150 -0.3968 2.4783
H 1.7850 -0.9959 2.2098
H -3.3951 -2.4575 0.5598
H -2.0161 -2.4878 -0.5954
H -1.5405 -0.1994 -0.3427
H -1.7611 -0.2125 1.4842
H -4.7736 -1.0631 -1.5115
H -5.8282 0.3809 -1.3111
H -4.2272 0.5176 -2.2322
H -5.5976 0.7926 2.0372
H -5.6796 -0.9268 1.4803
H -4.3332 -0.3392 2.6567
H -1.5714 1.9369 -0.7763
H -0.6950 4.3327 -0.6341
H -2.0204 6.0557 0.7687
H -4.2487 5.3835 1.9710
H -5.1384 2.8964 1.7933
H 2.6653 -4.3324 0.4830
H 3.1091 -2.8055 1.2900
H 3.7565 -1.4987 -0.4844
H 2.7868 -1.1098 -1.9650
H 2.8684 0.2579 0.8242
H 1.2580 0.2775 0.0386
H 2.8537 2.2867 -0.2702
H 1.8850 1.7018 -1.6617
H 4.0952 0.4060 -2.5598
H 4.9466 1.0396 -1.1086
H 4.5097 2.1918 -3.6168
H 3.2801 5.2734 -1.6902
H 1.7310 4.2535 -2.7425
H 2.0295 2.8758 -3.5548
H 2.3121 -4.2046 -1.6246
H 0.5660 -4.1117 -1.1924
H 0.5275 -3.7214 -3.5724
H 1.1363 -0.7354 -3.3819
H -0.2513 -1.6492 -4.0533
H -0.2380 -1.3630 -2.2748
*
```

Entry 5:
DFT (ωB97M-V/def2-TZVPD) results for a 10-piece molecular cluster, C24H41BF4N13O4 overall at a distorted geometry.

The value obtained for the HOMO-LUMO gap is 0.3067 Ha. The highest occupied orbital energy comes out at -0.2384 hartree. For the total energy, the calculation gives -2376.50704 Eh. The value obtained for the LUMO energy is 1.8587 eV.

```
! wB97M-V def2-TZVPD RIJCOSX def2/J DEFGRID3
* xyz -1 1
B -1.2066 0.7268 -0.4025
F -2.3186 0.2225 -0.9651
F -1.0971 -0.0887 0.6570
F -0.0894 0.4798 -1.2135
F -1.4186 2.0713 -0.1800
C -5.2270 5.3849 -2.7323
O -5.8966 5.8939 -3.6292
N -5.6610 5.0004 -1.5272
N -4.0443 4.8726 -2.8967
H -6.6631 4.8901 -1.4673
H -5.0488 4.4641 -0.9291
H -3.5697 4.4867 -2.0929
H -3.6270 4.8842 -3.8164
C -6.9241 -0.6968 -4.5345
O -7.8208 -0.6060 -5.3770
N -5.6893 -0.6738 -4.7925
N -7.1928 -0.8133 -3.2431
H -5.4133 -0.4784 -5.7442
H -5.1085 -0.4406 -3.9998
H -8.1209 -0.8358 -2.8453
H -6.3898 -0.6971 -2.6416
C -5.4804 1.4076 3.7290
O -6.4792 1.7304 4.3394
N -5.2555 0.2926 3.1456
N -4.4063 2.1174 3.7195
H -5.9400 -0.4450 3.2324
H -4.4119 0.0476 2.6472
H -4.3988 3.0591 4.0843
H -3.7532 1.7346 3.0507
C 0.4413 2.3500 -8.8548
O -0.1910 3.3101 -8.5823
N 0.7968 1.9739 -10.0795
N 0.9774 1.5602 -7.9306
H 0.3581 2.4637 -10.8461
H 1.3736 1.1754 -10.3029
H 0.7280 1.7398 -6.9685
H 1.4377 0.7479 -8.3157
N 3.4948 -2.9506 4.1134
C 3.7498 -4.2710 4.4585
C 5.1611 -4.4357 4.4143
C 5.7532 -3.1964 4.0483
C 4.6838 -2.3596 3.7596
H 2.5941 -2.4939 4.1292
H 2.9674 -4.9751 4.7003
H 5.7498 -5.3299 4.5566
H 6.7970 -3.0616 3.8058
H 4.6520 -1.3657 3.3383
N -1.3210 -1.2650 10.3716
C -1.1156 -1.6257 9.0694
C -1.6698 -0.5847 8.2897
C -2.1366 0.3807 9.1191
C -1.9417 -0.0494 10.3939
H -1.0233 -1.7348 11.2146
H -0.6383 -2.5606 8.8155
H -1.6358 -0.6953 7.2159
H -2.5932 1.3035 8.7930
H -2.1815 0.3277 11.3771
N -1.1237 -5.2497 -1.2154
C -2.3104 -5.6888 -1.7122
C -2.3832 -7.0401 -1.5157
C -1.3484 -7.3597 -0.7243
C -0.5202 -6.2575 -0.5230
H -0.7943 -4.2974 -1.2844
H -2.8950 -4.9716 -2.2691
H -3.1839 -7.7059 -1.8021
H -1.0740 -8.3429 -0.3714
H 0.4457 -6.1317 -0.0564
N 5.7428 5.5334 -0.3731
C 4.7155 5.0159 0.3712
C 5.0430 4.9903 1.7438
C 6.2302 5.6552 1.8773
C 6.7235 5.9690 0.5450
H 5.7001 5.6344 -1.3771
H 3.8505 4.7055 -0.1963
H 4.3690 4.7178 2.5425
H 6.6430 6.0017 2.8132
H 7.5725 6.5767 0.2687
N 5.7459 -0.9720 -2.4797
C 6.4392 -2.1585 -2.5831
C 6.8708 -2.2617 -3.8406
C 6.2833 -1.2333 -4.5793
C 5.8299 -0.2897 -3.7038
H 5.2172 -0.7296 -1.6539
H 6.4857 -2.8305 -1.7390
H 7.4139 -3.1007 -4.2499
H 6.4115 -1.1587 -5.6491
H 5.2850 0.6119 -3.9417
*
```

Question: What is the LUMO in the fourth record?
Answer: 2.0756 eV